Computed, not measured: a 2-piece molecular cluster, C27H47FIN2O2P2 overall, with wB97M-V/def2-TZVPD.

The calculation puts the HOMO-LUMO gap at 8.48 eV. The calculation puts the energy above the lowest of the compared OMol25 structures with the same formula, charge and spin at 0.0 kcal per mole. The LUMO energy is -2.970 eV. The calculation puts the largest force on an atom at 0.99 eV Å⁻¹. Its total charge is +1.

Last column: Löwdin charge in e.
Geometry (Å):
N (2.3226, -0.8597, -0.3005)  -0.31
P (3.5693, -1.1728, -1.2105)  0.75
C (4.0884, 0.1310, -2.3619)  -0.32
C (3.5879, 1.4299, -2.1959)  -0.01
C (3.9272, 2.4768, -3.0605)  -0.13
C (3.3693, 3.8638, -2.8398)  -0.14
C (4.4326, 4.8713, -2.3964)  -0.29
C (5.2099, 4.5010, -1.1480)  -0.64
I (4.1576, 4.8926, 0.6707)  0.76
C (4.8073, 2.1851, -4.0991)  -0.03
C (5.3098, 0.9060, -4.2470)  -0.07
C (4.9764, -0.1249, -3.4014)  0.00
C (6.2195, 0.8954, -5.4259)  -0.32
O (6.6418, -0.0095, -6.0532)  0.21
N (6.4281, 2.2871, -5.8111)  0.06
F (7.6092, 2.7594, -5.2111)  0.02
C (5.3673, 3.0565, -5.1636)  -0.32
O (5.0356, 4.1356, -5.5069)  0.20
H (1.9658, 0.0664, -0.4824)  -0.09
H (4.6999, -1.4924, -0.4377)  0.01
H (3.3774, -2.2980, -2.0326)  0.01
H (2.9100, 1.6605, -1.3875)  0.09
H (2.9882, 4.2113, -3.7969)  0.12
H (2.5345, 3.8212, -2.1470)  0.10
H (3.9210, 5.8111, -2.2053)  0.10
H (5.1480, 5.0415, -3.1942)  0.10
H (5.5319, 3.4676, -1.1180)  0.04
H (6.0981, 5.1164, -1.1065)  0.04
H (5.3997, -1.1077, -3.5523)  0.13
C (-5.5766, -2.1336, 4.1787)  -0.10
C (-4.1184, -1.7623, 4.4345)  -0.25
C (-3.7636, -0.3607, 3.9357)  -0.22
C (-3.6202, -0.2182, 2.4126)  -0.26
P (-2.0733, -0.7579, 1.6658)  1.02
C (-0.7304, 0.0024, 2.6063)  -0.27
C (-0.7399, 1.5087, 2.9123)  -0.22
C (-0.4172, 2.4588, 1.7562)  -0.25
C (0.8052, 2.0339, 0.9592)  -0.12
C (-1.9687, -0.0873, 0.0017)  -0.26
C (-2.9972, -0.4376, -1.0863)  -0.21
C (-2.8856, -1.8156, -1.7419)  -0.25
C (-1.4693, -2.2317, -2.1263)  -0.10
C (-1.6489, -2.5034, 1.8159)  -0.25
C (-2.3818, -3.6677, 1.1299)  -0.21
C (-3.9141, -3.7170, 1.2442)  -0.25
C (-4.4041, -4.7722, 2.2348)  -0.10
H (-5.8382, -2.0752, 3.1197)  0.06
H (-5.7801, -3.1496, 4.5134)  0.08
H (-6.2441, -1.4625, 4.7206)  0.08
H (-3.4616, -2.5127, 3.9874)  0.08
H (-3.9333, -1.8021, 5.5093)  0.12
H (-2.8443, -0.0251, 4.4218)  0.10
H (-4.5436, 0.3295, 4.2614)  0.12
H (-3.6755, 0.8485, 2.1653)  0.11
H (-4.4724, -0.6660, 1.8972)  0.09
H (0.2056, -0.2894, 2.1199)  0.10
H (-0.7248, -0.5257, 3.5655)  0.10
H (0.0124, 1.6602, 3.6889)  0.12
H (-1.6933, 1.8054, 3.3582)  0.10
H (-0.2531, 3.4524, 2.1774)  0.12
H (-1.2756, 2.5773, 1.0898)  0.09
H (1.7033, 2.0300, 1.5786)  0.09
H (0.9794, 2.7161, 0.1249)  0.07
H (0.6799, 1.0352, 0.5435)  0.01
H (-0.9468, -0.2226, -0.3604)  0.09
H (-2.0757, 0.9891, 0.1607)  0.08
H (-2.8835, 0.3162, -1.8682)  0.12
H (-4.0081, -0.3082, -0.6902)  0.11
H (-3.5067, -1.8107, -2.6393)  0.12
H (-3.3345, -2.5670, -1.0905)  0.07
H (-1.0608, -1.5757, -2.8969)  0.08
H (-1.4690, -3.2481, -2.5197)  0.08
H (-0.7826, -2.2189, -1.2767)  0.05
H (-1.5907, -2.7039, 2.8900)  0.10
H (-0.6047, -2.5418, 1.4811)  0.11
H (-1.9647, -4.5859, 1.5475)  0.12
H (-2.0884, -3.6902, 0.0807)  0.08
H (-4.3376, -3.9597, 0.2679)  0.11
H (-4.3244, -2.7411, 1.5109)  0.07
H (-4.1590, -5.7720, 1.8763)  0.08
H (-5.4860, -4.7204, 2.3541)  0.08
H (-3.9479, -4.6463, 3.2189)  0.07

Atomic forces in eV per Å
N 0.14 0.00 -0.25
P -0.78 0.22 0.56
C 0.14 0.40 -0.04
C 0.23 -0.01 -0.42
C -0.38 0.21 0.30
C 0.40 -0.26 -0.48
C -0.41 -0.11 0.50
C 0.23 0.20 -0.20
I -0.09 -0.16 -0.04
C -0.34 -0.12 0.56
C 0.26 0.09 -0.26
C -0.16 -0.50 0.11
C -0.05 0.45 0.51
O 0.47 -0.75 -0.14
N -0.43 0.46 -0.73
F 0.20 -0.19 -0.01
C 0.17 -0.89 0.36
O -0.08 0.92 -0.15
H -0.13 0.06 0.05
H 0.18 -0.16 -0.33
H 0.37 -0.03 -0.05
H -0.05 -0.04 0.17
H -0.19 0.11 -0.08
H -0.03 0.01 0.23
H 0.06 0.23 -0.17
H 0.06 -0.02 -0.20
H -0.08 -0.20 0.03
H 0.13 0.12 0.24
H 0.03 -0.11 -0.07
C 0.07 0.01 -0.01
C -0.18 0.00 -0.01
C 0.27 -0.23 0.12
C -0.50 0.27 0.04
P 0.35 0.09 0.10
C 0.20 0.05 0.34
C -0.15 0.15 -0.08
C -0.03 -0.02 -0.05
C 0.02 0.18 -0.14
C -0.26 0.30 -0.52
C -0.07 -0.22 -0.07
C 0.00 -0.11 0.11
C -0.08 0.00 0.03
C 0.21 -0.72 0.09
C -0.15 0.15 -0.37
C -0.02 -0.24 0.08
C -0.03 0.12 0.00
H -0.01 -0.02 0.00
H -0.04 0.00 -0.01
H 0.00 0.01 0.00
H 0.01 0.02 -0.01
H 0.03 0.01 0.00
H -0.01 0.05 -0.03
H -0.01 0.04 -0.04
H 0.12 -0.02 -0.10
H 0.08 -0.08 -0.05
H -0.06 -0.03 -0.07
H -0.05 -0.08 -0.05
H 0.00 -0.04 0.02
H 0.01 -0.07 0.05
H 0.01 -0.01 0.02
H -0.01 -0.05 0.02
H 0.02 -0.05 -0.01
H 0.03 0.04 0.05
H 0.00 0.02 0.03
H 0.02 -0.18 0.11
H 0.11 -0.02 0.18
H 0.05 0.08 0.07
H -0.01 0.04 -0.02
H -0.04 0.04 0.01
H 0.05 0.02 0.00
H 0.04 0.02 0.02
H 0.01 0.01 -0.06
H 0.03 0.01 -0.02
H -0.10 0.22 0.06
H 0.02 0.17 0.01
H 0.03 0.03 0.08
H 0.01 0.09 0.03
H 0.00 0.05 -0.02
H 0.04 0.01 0.01
H 0.05 -0.01 0.02
H 0.00 -0.03 0.02
H -0.01 -0.01 0.01

---

Computed, not measured: a 2-piece molecular cluster, C27H47FIN2O2P2 overall, with wB97M-V/def2-TZVPD.

The calculation puts the HOMO-LUMO gap at 8.00 eV. The calculation puts the energy above the lowest of the compared OMol25 structures with the same formula, charge and spin at 42.2 kcal per mole. The LUMO energy is -3.034 eV. The calculation puts the largest force on an atom at 3.09 eV Å⁻¹. Its total charge is +1.

Last column: Löwdin charge in e.
Geometry (Å):
N (-2.2404, -0.2464, 2.4600)  -0.34
P (-3.7086, -0.5567, 2.9915)  0.72
C (-4.6053, -1.8784, 2.0274)  -0.29
C (-3.8609, -2.7317, 1.0879)  -0.01
C (-4.4904, -3.7912, 0.3121)  -0.14
C (-3.6112, -4.6591, -0.6323)  -0.15
C (-3.5264, -6.1176, -0.0446)  -0.28
C (-2.9452, -6.2100, 1.4125)  -0.64
I (-0.7794, -6.1502, 1.5145)  0.70
C (-5.9127, -4.0595, 0.4449)  0.01
C (-6.6545, -3.1998, 1.3868)  -0.03
C (-6.0481, -2.1517, 2.1705)  0.00
C (-8.1184, -3.7111, 1.3023)  -0.31
O (-9.1475, -3.2280, 1.6375)  0.19
N (-8.0487, -5.0118, 0.6148)  0.03
F (-7.8976, -6.0927, 1.4852)  0.02
C (-6.8398, -5.1099, -0.2231)  -0.31
O (-6.6957, -5.8032, -1.1720)  0.18
H (-2.0411, -0.8515, 1.6617)  -0.09
H (-3.6044, -0.9629, 4.3626)  0.01
H (-4.5285, 0.6197, 2.9436)  0.01
H (-2.7671, -2.5933, 0.9358)  0.09
H (-4.1622, -4.7185, -1.6139)  0.13
H (-2.6234, -4.1804, -0.8314)  0.10
H (-2.8415, -6.6975, -0.7142)  0.10
H (-4.5299, -6.6140, -0.0503)  0.11
H (-3.3565, -5.4533, 2.1237)  0.04
H (-3.2421, -7.2199, 1.8048)  0.05
H (-6.6656, -1.5640, 2.8826)  0.12
C (6.3456, 3.9015, -0.9817)  -0.10
C (5.7750, 2.9705, 0.0812)  -0.25
C (5.3566, 1.6089, -0.4728)  -0.22
C (4.0482, 1.5882, -1.2757)  -0.26
P (2.4997, 1.5948, -0.3771)  1.01
C (2.6147, 0.2988, 0.8829)  -0.27
C (3.0599, -1.1213, 0.5161)  -0.22
C (2.0610, -2.0168, -0.2237)  -0.26
C (0.6726, -2.0670, 0.3930)  -0.11
C (1.1652, 1.0884, -1.4503)  -0.27
C (0.7708, 1.8650, -2.7100)  -0.22
C (-0.0242, 3.1555, -2.5207)  -0.25
C (-1.1606, 3.0779, -1.5087)  -0.10
C (2.1634, 3.0363, 0.6285)  -0.26
C (1.8488, 4.4496, 0.1243)  -0.22
C (2.7531, 5.0389, -0.9629)  -0.26
C (3.6955, 6.1174, -0.4384)  -0.10
H (5.6422, 4.0724, -1.8000)  0.06
H (6.5923, 4.8688, -0.5421)  0.08
H (7.2585, 3.4836, -1.4128)  0.08
H (4.9405, 3.4576, 0.5890)  0.08
H (6.5431, 2.8143, 0.8435)  0.12
H (5.2820, 0.9058, 0.3606)  0.10
H (6.1600, 1.2338, -1.1128)  0.12
H (4.0428, 0.6498, -1.8430)  0.11
H (4.0552, 2.3676, -2.0408)  0.09
H (1.6637, 0.2717, 1.4230)  0.10
H (3.3385, 0.6764, 1.6141)  0.10
H (3.3140, -1.6278, 1.4528)  0.12
H (3.9847, -1.0835, -0.0659)  0.10
H (2.4679, -3.0325, -0.2397)  0.12
H (1.9946, -1.7281, -1.2756)  0.09
H (0.7044, -2.4943, 1.3974)  0.08
H (0.0132, -2.6902, -0.2151)  0.07
H (0.2103, -1.0787, 0.4562)  0.04
H (0.2819, 0.8674, -0.8465)  0.10
H (1.4902, 0.1205, -1.8403)  0.09
H (0.1567, 1.1948, -3.3200)  0.12
H (1.6651, 2.0797, -3.3030)  0.11
H (-0.4384, 3.4517, -3.4882)  0.12
H (0.6623, 3.9580, -2.2519)  0.07
H (-1.9402, 2.3916, -1.8470)  0.08
H (-1.6105, 4.0635, -1.3780)  0.08
H (-0.8200, 2.7502, -0.5235)  0.06
H (2.9820, 3.1169, 1.3508)  0.10
H (1.3003, 2.7469, 1.2428)  0.11
H (1.8446, 5.1154, 0.9927)  0.12
H (0.8155, 4.4694, -0.2240)  0.08
H (2.1313, 5.5101, -1.7295)  0.11
H (3.3208, 4.2622, -1.4763)  0.07
H (3.1311, 6.9901, -0.1038)  0.08
H (4.3728, 6.4459, -1.2288)  0.08
H (4.2945, 5.7572, 0.4008)  0.07

Atomic forces in eV per Å
N -0.81 -0.54 -0.24
P 1.44 -0.06 -0.82
C -1.57 -2.18 -1.13
C -1.78 0.05 0.46
C -0.22 0.53 0.15
C -1.36 -0.08 0.18
C 1.07 0.27 0.01
C -1.14 -0.78 -0.10
I -0.63 0.19 -0.08
C 1.49 2.30 1.43
C 0.92 -0.82 -1.01
C 1.13 -0.59 -1.04
C 1.64 -0.16 0.73
O 0.32 0.02 0.14
N -0.63 -0.36 -1.96
F -0.23 0.08 0.66
C 0.56 2.22 1.78
O 0.03 -0.08 0.30
H 0.17 0.36 0.20
H -0.81 0.20 -0.49
H -0.11 -0.78 0.37
H -0.97 -0.09 0.24
H 0.65 -0.01 0.87
H -0.65 -0.49 0.42
H -0.74 0.27 0.51
H 0.82 0.55 -0.05
H 0.49 -0.48 -0.71
H 0.57 0.99 -0.24
H 0.45 -0.49 -0.67
C -0.01 0.02 0.01
C 0.20 0.07 -0.11
C -0.01 0.10 0.57
C 0.59 -0.11 -0.73
P -0.05 -0.51 0.53
C 0.17 -0.09 0.49
C 0.06 -0.31 -0.26
C 0.00 -0.02 -0.15
C -0.13 -0.01 -0.04
C -0.47 -0.30 -0.88
C -0.16 0.37 -0.27
C 0.11 0.23 0.07
C 0.03 0.04 -0.06
C -0.24 0.85 0.86
C -0.43 0.09 -0.53
C -0.01 0.41 -0.01
C 0.14 -0.06 -0.09
H 0.01 0.05 0.01
H 0.01 -0.02 -0.11
H -0.05 0.01 0.03
H -0.04 0.00 0.02
H -0.09 -0.04 -0.01
H -0.01 -0.09 -0.08
H -0.13 -0.01 -0.04
H -0.26 -0.01 0.02
H -0.11 0.06 0.06
H -0.06 0.10 -0.11
H -0.07 0.13 -0.05
H 0.01 0.18 0.00
H 0.05 0.00 0.08
H 0.06 0.11 0.01
H -0.02 0.01 -0.01
H -0.06 0.06 0.00
H 0.04 -0.04 0.08
H -0.01 -0.03 0.06
H 0.12 0.12 0.20
H 0.16 -0.09 0.32
H 0.15 -0.12 0.13
H -0.04 -0.05 -0.03
H 0.08 -0.08 0.01
H -0.01 0.06 0.07
H 0.01 0.00 0.09
H -0.06 -0.08 -0.02
H -0.05 -0.01 0.00
H 0.14 -0.31 -0.14
H 0.08 -0.26 -0.05
H 0.12 -0.16 0.02
H 0.02 -0.12 0.00
H 0.01 -0.14 0.00
H 0.03 -0.04 0.02
H 0.01 -0.07 0.04
H 0.02 0.03 0.10
H 0.02 0.03 -0.01

---

Question: What is the HOMO-LUMO gap in the first record?
Answer: 8.48 eV

---

Question: Which value of total charge does entry 1 give?
Answer: +1

---

Question: The highest HOMO-LUMO gap belongs to which entry?
Answer: number 1